1.
Here is a 5-piece molecular cluster, C57H128F3NO4P3S overall from OMol25. Energies are from ωB97M-V/def2-TZVPD.

Geometry (Å):
S1 18.4375 16.3818 15.1503
P1 22.8630 24.8241 14.4207
P2 20.6193 18.0845 11.1290
P3 14.0370 17.8818 14.8514
F1 19.1034 15.5321 17.3893
F2 18.5480 17.6950 17.2844
F3 20.4703 17.0450 16.4749
O1 20.3058 12.5349 16.4093
O2 18.4787 17.6839 14.4294
O3 17.0634 15.9448 15.4664
O4 19.2148 15.2938 14.5479
N1 17.5039 11.7167 15.8039
C1 18.3286 21.4005 12.1711
C2 14.3454 17.1744 12.0381
C3 13.0486 13.8112 18.3620
C4 22.1662 17.4141 13.3643
C5 18.6470 10.8545 16.2108
C6 15.5879 20.1296 15.7759
C7 13.6924 15.8041 16.8325
C8 20.0237 15.3612 10.6098
C9 13.4094 14.3060 16.9500
C10 23.7925 21.4984 10.9120
C11 24.4615 26.4331 17.1340
C12 23.8082 27.1241 15.8997
C13 18.5803 19.9643 11.8296
C14 24.9472 27.4650 18.1781
C15 21.8201 20.1784 16.6638
C16 24.5813 18.3996 13.6511
C17 12.4818 18.8422 14.7311
C18 19.5442 16.6732 11.2682
C19 21.1178 25.3301 14.5770
C20 24.4576 23.4308 12.4659
C21 21.5481 13.1402 16.0918
C22 18.9666 25.6719 15.9055
C23 17.1403 12.9801 18.0725
C24 19.2028 16.6886 16.6876
C25 22.5132 21.5481 16.7858
C26 13.8607 16.1421 15.3277
C27 22.1802 17.7255 11.8654
C28 17.2865 21.8621 16.4044
C29 18.3049 25.8218 17.2920
C30 14.9492 16.4664 9.5772
C31 11.4132 18.3140 15.7631
C32 18.9803 18.4693 8.0380
C33 9.1056 18.5289 16.7761
C34 16.5127 20.6389 16.8631
C35 23.0709 24.1080 12.7356
C36 17.6088 12.1066 14.3137
C37 23.3803 23.5543 15.6998
C38 20.0518 19.5940 11.9159
C39 16.8154 21.6926 12.0738
C40 16.2586 10.9913 16.1246
C41 10.0746 19.0846 15.7647
C42 18.0068 19.1591 7.1243
C43 24.6471 22.7766 11.0873
C44 17.6479 14.3781 10.6494
C45 23.8860 26.2994 14.6161
C46 15.0453 18.6838 16.0512
C47 20.4344 25.3505 15.9872
C48 21.0978 18.5063 9.3997
C49 20.1341 19.3521 8.4660
C50 19.1223 14.1927 11.0579
C51 16.2590 12.6430 13.7790
C52 17.5047 13.0194 16.6100
C53 22.6325 22.2755 15.4449
C54 15.2440 17.3235 10.8298
C55 20.0212 11.2925 15.7753
C56 14.8449 18.0829 13.1935
C57 23.5869 17.2549 13.9383
H1 16.5419 22.6300 16.1212
H2 13.9067 14.0815 18.9712
H3 22.2580 23.3477 12.6084
H4 22.7713 27.3696 16.1414
H5 15.8905 18.0345 16.1255
H6 13.0890 15.7564 14.6373
H7 25.8692 27.9620 17.8156
H8 17.2346 13.3792 10.4318
H9 17.1143 14.0107 18.4618
H10 24.9261 26.1114 14.3591
H11 18.4184 18.1002 8.9302
H12 18.4800 24.8627 17.7542
H13 17.9015 22.2657 17.2273
H14 8.2694 19.2242 16.9015
H15 24.0456 20.7167 11.6376
H16 16.2591 17.2158 11.2201
H17 11.7866 18.3804 16.7993
H18 14.8962 15.3996 9.8266
H19 21.5720 16.4701 13.5386
H20 23.8534 16.3209 13.4641
H21 14.5395 18.5546 17.0178
H22 23.8280 25.7508 17.7196
H23 17.7666 14.8317 9.6727
H24 16.1319 20.0405 14.8595
H25 22.4104 12.6553 16.5623
H26 24.7068 22.6979 13.2329
H27 21.3029 17.5729 8.8490
H28 10.3442 20.1002 16.1382
H29 16.3706 21.5779 11.1024
H30 24.4469 23.4291 15.7134
H31 18.8102 21.9882 11.3806
H32 24.0525 21.1090 9.9363
H33 18.3350 12.8910 14.2129
H34 12.1445 14.2747 18.7357
H35 9.5790 19.0957 14.7908
H36 17.5843 20.1604 7.3479
H37 14.3558 13.7992 16.6672
H38 20.6190 24.3816 16.4242
H39 21.7097 13.0447 15.0172
H40 15.2343 18.3484 10.3977
H41 18.4215 24.9351 15.3077
H42 20.7397 19.6956 7.6102
H43 19.2674 14.1502 12.1498
H44 18.0625 11.2533 13.7659
H45 18.0569 19.3115 12.5315
H46 20.8755 26.1746 16.5548
H47 23.4484 21.4282 17.2805
H48 15.9198 17.8402 13.2377
H49 15.7978 16.5048 8.9331
H50 24.2048 28.2369 18.4107
H51 21.6710 22.4591 14.9019
H52 14.6566 19.1004 12.8441
H53 22.1026 19.0129 9.4974
H54 25.2940 25.8027 16.8272
H55 12.8472 16.3658 17.3038
H56 15.9559 20.7996 17.7938
H57 18.7992 26.5503 17.9271
H58 23.6069 27.0155 13.8411
H59 17.1584 19.7768 17.0491
H60 25.6886 22.4964 11.0684
H61 22.9169 24.8959 12.0200
H62 8.6088 17.5781 16.6885
H63 16.5202 13.1540 12.8689
H64 18.5792 17.0526 10.8814
H65 21.1119 26.3810 14.1848
H66 12.7459 19.8853 14.9319
H67 17.2535 25.9634 17.1107
H68 19.4345 16.4847 12.3516
H69 17.8897 21.7224 15.5183
H70 21.9616 22.1953 17.4720
H71 16.4275 10.6395 17.1312
H72 19.9051 15.4295 9.5182
H73 22.8252 18.6022 11.7471
H74 22.7122 21.7210 11.0063
H75 14.3237 16.1206 12.3223
H76 19.4236 17.5928 7.5562
H77 21.8031 19.7666 17.6560
H78 25.4982 18.1288 14.1585
H79 12.0899 18.8272 13.7229
H80 14.6376 16.0528 17.2718
H81 20.5491 24.6946 13.9198
H82 17.9197 12.4644 18.6241
H83 23.1910 21.6478 14.7338
H84 18.8584 26.6056 15.4103
H85 17.1775 18.4897 6.8626
H86 13.3935 17.5871 11.7245
H87 14.0613 16.7944 9.0249
H88 16.6324 22.7553 12.2860
H89 20.3704 19.4717 12.9369
H90 21.6640 18.2706 13.8882
H91 18.1982 19.7658 10.8359
H92 16.7744 13.6568 16.1600
H93 14.7846 20.8370 15.5761
H94 21.5119 14.1400 16.4682
H95 15.4526 11.6785 15.9993
H96 24.8391 18.4793 12.6004
H97 23.5555 17.0172 14.9738
H98 16.1655 12.5379 18.3091
H99 19.6336 20.2233 8.9011
H100 22.6298 16.9232 11.2867
H101 25.2082 24.2478 12.5774
H102 16.1340 10.1406 15.4128
H103 14.7527 15.5728 15.0592
H104 19.4462 13.3203 10.4918
H105 23.0237 23.9740 16.6527
H106 22.4052 19.4427 16.0644
H107 20.7013 10.5020 16.1209
H108 16.9838 14.8752 11.3417
H109 20.8057 20.2966 16.2855
H110 18.7114 21.6604 13.1460
H111 16.0527 13.4420 14.4841
H112 18.6133 10.8247 17.3298
H113 20.1145 11.3553 14.6793
H114 16.2845 21.0879 12.8226
H115 11.3155 17.2535 15.5148
H116 9.6785 18.4966 17.7003
H117 24.2589 19.3538 14.0992
H118 24.2840 28.0693 15.7051
H119 18.4037 9.8666 15.8260
H120 20.6307 20.3672 11.3837
H121 25.1380 27.0136 19.1869
H122 15.4334 11.9452 13.6138
H123 21.0796 15.2231 10.7899
H124 18.4453 19.3481 6.1397
H125 12.6421 14.0383 16.2281
H126 24.6057 23.5221 10.3054
H127 18.5307 13.4197 16.6209
H128 13.0003 12.7213 18.3903

Its HOMO-LUMO gap is 0.391 Ha. The net charge is +3. The spin multiplicity is 1.

2.
Here is a 18-piece molecular cluster, C57H129N15O18 overall from OMol25. Energies are from ωB97M-V/def2-TZVPD.

Geometry (Å):
O1 1.6451 -8.4755 25.3761
O2 -10.3175 -14.2786 23.9354
O3 -7.5979 -11.2019 25.4898
O4 -5.1995 -17.2644 30.4294
O5 -2.6253 -11.0849 24.4451
O6 -0.3266 -6.6582 20.8541
O7 -6.3812 -10.2774 18.3729
O8 -3.7840 -15.3597 26.6948
O9 -5.8180 -13.7642 29.6299
O10 -3.2131 -9.4369 28.8468
O11 -5.6175 -7.0480 25.6980
O12 3.0126 -12.3789 27.8527
O13 0.1092 -10.5040 21.2162
O14 0.6528 -14.8345 24.1659
O15 -2.7862 -13.3950 18.3032
O16 -9.1381 -17.1192 27.6706
O17 3.7158 -16.1529 30.5252
O18 -0.7415 -15.5438 32.2990
N1 -5.1476 -10.5722 29.1017
N2 1.3236 -9.0531 23.2299
N3 -10.6611 -15.4189 25.8865
N4 2.5001 -14.6018 29.4257
N5 -4.9899 -13.1159 18.5098
N6 -1.4870 -11.9966 20.4608
N7 -3.0798 -16.5891 30.7033
N8 1.4307 -15.3553 32.7109
N9 0.5337 -4.9318 22.0951
N10 -6.2884 -13.9062 27.3787
N11 -2.1979 -15.4278 25.1433
N12 -7.9799 -16.5007 29.4848
N13 2.0237 -10.3479 27.5978
N14 -8.2385 -10.6273 23.4094
N15 2.3574 -13.9754 25.3755
C1 1.5919 -16.7573 32.8730
C2 -11.1827 -14.2165 26.5223
C3 2.9896 -11.2207 27.4399
C4 -5.4557 -5.6365 26.1939
C5 0.6205 -6.1026 21.4266
C6 -3.2158 -11.4873 30.1359
C7 -0.9491 -10.7594 20.6516
C8 -4.2618 -5.7093 27.1379
C9 -3.8438 -13.0397 17.7733
C10 -3.8559 -10.3474 29.2971
C11 -1.5807 -14.6962 27.4387
C12 -2.5433 -17.4480 29.6162
C13 -4.2703 -7.4160 25.4528
C14 1.1972 -13.8108 24.7021
C15 -8.0402 -16.9826 28.2259
C16 -3.4806 -6.9419 26.6902
C17 -0.6058 -8.5402 24.5274
C18 0.6247 -12.4515 24.6996
C19 -4.8461 -10.8530 23.7742
C20 -10.2030 -15.3031 24.6436
C21 2.7460 -9.4835 23.0581
C22 0.4005 -13.4080 31.7908
C23 3.1384 -15.2243 25.3891
C24 -7.5159 -9.4346 18.3990
C25 -6.0593 -9.6938 28.3041
C26 -4.3880 -16.5480 30.9880
C27 -3.8560 -12.4935 16.3932
C28 -0.6542 -4.0991 22.1601
C29 3.5536 -14.9774 30.1377
C30 -2.5697 -15.2493 26.4084
C31 0.2732 -14.8716 32.2763
C32 0.9033 -8.6329 24.4092
C33 -3.3774 -12.1805 25.0809
C34 -9.4028 -16.5302 24.0639
C35 1.5431 -15.4747 28.7521
C36 -7.9998 -12.0077 22.9328
C37 -5.5926 -8.3157 19.3102
C38 -7.1171 -8.2566 19.2475
C39 -9.2162 -16.4374 30.3466
C40 -4.6406 -12.2820 24.2200
C41 -7.9494 -12.9919 29.0628
C42 -6.7662 -17.2136 27.4577
C43 -7.9487 -10.3044 24.7605
C44 -1.7280 -9.5437 20.1566
C45 -2.9993 -16.1901 24.1483
C46 -3.4613 -10.4056 23.4359
C47 -4.8112 -15.5571 32.0862
C48 -6.5503 -13.5693 28.6685
C49 -7.4264 -14.1588 26.4190
C50 2.0337 -6.6604 21.4198
C51 -4.8919 -13.4680 19.8631
C52 -8.1817 -8.9213 25.2598
C53 4.1031 -10.7572 26.4769
C54 -0.8270 -13.2371 20.8697
C55 0.7796 -10.8448 28.1302
C56 4.5050 -13.9369 30.6369
C57 -5.3395 -9.8014 19.1353
H1 -9.1148 -17.2747 31.0201
H2 0.9447 -17.1209 33.7906
H3 -5.5086 -9.5517 27.3272
H4 -4.5541 -5.9205 28.2532
H5 -3.5539 -7.7100 27.4173
H6 4.2239 -11.5366 25.6783
H7 -10.1396 -16.5545 29.7449
H8 -3.3452 -11.5294 16.4596
H9 -3.1519 -13.0665 15.7774
H10 1.3692 -17.2847 31.9792
H11 0.7679 -9.3798 22.4675
H12 -1.5104 -4.7319 21.8755
H13 2.8252 -9.6414 22.0075
H14 -2.7679 -17.2716 24.2754
H15 -6.3572 -8.7399 28.7440
H16 -9.3341 -15.5408 30.8941
H17 -1.1987 -15.3217 24.8126
H18 -2.3554 -11.7134 29.5046
H19 -5.8676 -12.7207 18.2039
H20 -5.2874 -4.9441 25.3250
H21 -1.6030 -13.9616 20.8555
H22 3.9687 -9.7530 26.0708
H23 4.2254 -13.6447 31.6890
H24 -6.9486 -14.1424 25.5113
H25 -5.4346 -14.5098 27.3416
H26 -7.0804 -16.6052 29.9486
H27 0.3502 -12.3095 23.6254
H28 -9.1257 -17.3417 24.7530
H29 -10.2673 -16.1392 26.4790
H30 -6.4030 -5.3469 26.6464
H31 -3.7553 -12.3812 30.3908
H32 -0.5246 -3.2801 21.4991
H33 3.3900 -15.6255 24.4237
H34 0.8910 -11.2403 29.0999
H35 2.0946 -16.4001 28.4686
H36 -0.1252 -13.6952 20.1320
H37 -2.7949 -15.8616 23.1686
H38 -4.0640 -15.9984 24.4297
H39 -8.0721 -13.2575 26.4136
H40 -4.3715 -10.1025 18.6800
H41 4.5753 -13.0265 30.0159
H42 2.2213 -14.9006 32.3133
H43 -3.5109 -11.9576 26.1156
H44 2.6398 -13.7113 28.9518
H45 4.9876 -10.8899 27.0652
H46 -2.4591 -16.0921 31.2984
H47 -5.3169 -10.2891 24.5607
H48 -2.0457 -14.0725 28.2086
H49 -4.3603 -15.9557 33.0280
H50 -4.2535 -8.4756 25.2768
H51 1.2810 -12.8885 32.1520
H52 -1.0703 -8.9160 19.5631
H53 0.0073 -10.1014 28.1711
H54 -5.3581 -10.2663 20.1387
H55 -0.8753 -8.6737 25.5909
H56 4.0533 -14.9993 25.9267
H57 -4.4389 -14.5664 31.7749
H58 1.3651 -4.7040 22.6049
H59 -0.7652 -3.7019 23.1897
H60 -7.1752 -8.4652 25.3534
H61 -8.8095 -12.3320 22.3109
H62 0.3654 -11.5777 27.4884
H63 -8.8368 -8.1978 24.6314
H64 2.1396 -7.6876 21.0725
H65 -5.3572 -7.7795 20.2248
H66 -3.0815 -10.6761 22.4936
H67 0.5975 -13.3522 30.6585
H68 2.8438 -13.1455 25.6892
H69 -6.9068 -17.1564 26.4015
H70 2.6318 -16.9473 33.1052
H71 -6.9411 -10.2304 28.0074
H72 -0.2916 -13.1082 21.8271
H73 -8.5036 -16.0907 23.6466
H74 -3.7383 -4.7793 27.0167
H75 -5.5763 -11.3596 29.5029
H76 0.6440 -15.7870 29.2538
H77 -5.5054 -12.7995 24.7251
H78 -8.6691 -9.0757 26.2569
H79 -7.5662 -7.3469 18.8215
H80 2.5518 -5.9626 20.6962
H81 -3.4146 -17.9768 29.3612
H82 -3.2254 -9.2962 23.5769
H83 -7.8410 -15.0956 26.6583
H84 -0.9488 -9.4795 23.9445
H85 -5.9105 -15.5899 32.1269
H86 -7.4841 -8.4570 20.2570
H87 -2.7229 -10.9712 30.9976
H88 -10.2961 -13.7030 26.9340
H89 -0.4666 -12.7664 31.9630
H90 -1.7746 -18.1195 30.0206
H91 -10.0130 -17.0125 23.3134
H92 -0.7869 -14.0408 26.9536
H93 -2.0935 -12.0599 19.6843
H94 -4.4368 -12.8966 23.3043
H95 -6.3320 -18.1691 27.6727
H96 -2.2065 -16.8480 28.7795
H97 -8.3711 -9.7617 22.8266
H98 1.2145 -14.9318 27.8492
H99 -11.7147 -14.4317 27.4425
H100 -1.0568 -7.6737 24.0968
H101 -7.9959 -12.6106 23.8603
H102 1.2447 -11.6281 25.1141
H103 1.9007 -9.6352 26.8773
H104 3.4845 -8.7477 23.4366
H105 -4.8263 -12.3670 15.9282
H106 -5.0701 -7.8449 18.5215
H107 5.5397 -14.3680 30.6143
H108 -5.5608 -10.7412 22.9997
H109 2.5938 -16.0285 25.8497
H110 -5.8916 -13.3142 20.2106
H111 -6.0964 -16.3873 27.6265
H112 -11.7656 -13.5958 25.8671
H113 -4.6236 -14.5427 19.9973
H114 -6.9895 -12.0155 22.4782
H115 -7.7902 -9.1542 17.3865
H116 -8.3200 -10.0556 18.7956
H117 -1.0362 -15.4701 28.0023
H118 2.9027 -10.3885 23.7048
H119 -8.3938 -13.6463 29.8671
H120 -7.8154 -12.0251 29.5341
H121 -1.9936 -8.9951 21.0656
H122 -0.3054 -12.4251 25.2296
H123 -2.4475 -6.6982 26.5480
H124 -2.6448 -9.7532 19.5889
H125 -4.0751 -6.8010 24.5136
H126 -4.3019 -12.7624 20.4909
H127 -2.6874 -13.0651 25.0480
H128 -8.7302 -12.8973 28.2503
H129 2.3942 -6.6204 22.4608

Its HOMO-LUMO gap is 0.340 Ha. The net charge is 0. The spin multiplicity is 1.